--- i ---
A 2-piece molecular cluster, C9H15O3PSi overall. Source: the OMol25 dataset; level of theory: ωB97M-V/def2-TZVPD.

Structure (XYZ):
```
29
Properties=species:S:1:pos:R:3:lowdin_charge:R:1
C 2.294 -3.178 1.650 -0.111
C 0.123 -1.362 -3.038 -0.056
C 0.254 3.564 0.152 -0.060
C 2.190 -2.050 0.906 -0.384
C -0.658 -0.532 -2.362 -0.295
C 0.233 2.559 1.024 -0.308
C 1.755 -0.792 1.334 -0.198
C -0.199 0.435 -1.351 -0.345
C -0.912 1.690 1.296 -0.335
O -3.655 -0.381 1.602 -0.452
O -3.276 -1.860 -0.456 -0.448
O -3.194 0.688 -0.674 -0.416
Si -0.823 -0.102 0.436 0.891
P -3.113 -0.533 0.214 -0.085
H 2.588 -4.125 1.222 -0.004
H 2.019 -3.188 2.693 0.013
H -0.271 -2.080 -3.740 0.023
H 1.193 -1.381 -2.888 0.028
H 1.147 4.138 -0.056 0.021
H -0.624 3.835 -0.411 0.043
H 2.464 -2.127 -0.146 0.077
H -1.728 -0.558 -2.510 0.080
H 1.142 2.316 1.564 0.082
H 2.059 0.080 0.779 -0.007
H 1.605 -0.627 2.391 0.017
H -0.639 1.417 -1.555 0.060
H 0.891 0.526 -1.360 0.055
H -1.842 2.114 0.916 0.059
H -1.022 1.514 2.366 0.057
```

total charge: -2

---

--- ii ---
A 2-piece molecular cluster, C9H15O3PSi overall. Source: the OMol25 dataset; level of theory: ωB97M-V/def2-TZVPD.

Structure (XYZ):
```
29
Properties=species:S:1:pos:R:3:lowdin_charge:R:1
C -1.918 -1.274 2.505 -0.153
C -2.454 -1.394 -1.869 -0.083
C 2.764 0.095 2.277 -0.057
C -1.520 -0.021 2.193 -0.463
C -1.622 -0.371 -2.191 -0.350
C 2.586 -0.157 0.948 -0.320
C -2.111 0.881 1.314 -0.131
C -0.196 -0.404 -2.217 -0.322
C 1.403 -0.683 0.269 -0.358
O 2.290 3.336 -1.013 -0.451
O 0.979 2.581 -3.077 -0.441
O 2.815 1.089 -2.097 -0.410
Si 0.437 0.792 -0.648 0.970
P 1.816 2.221 -1.880 -0.084
H -1.561 -1.772 3.479 0.023
H -2.817 -1.584 1.946 0.012
H -3.503 -1.093 -1.698 0.023
H -2.001 -2.280 -1.329 0.058
H 3.441 0.853 2.666 0.024
H 1.907 -0.348 2.908 0.055
H -0.557 0.199 2.658 0.065
H -1.970 0.655 -2.560 0.120
H 3.361 0.153 0.141 0.106
H -1.567 1.810 1.237 -0.027
H -3.003 0.666 0.726 0.018
H 0.260 0.069 -3.085 0.060
H 0.188 -1.304 -1.926 0.002
H 0.907 -1.298 0.935 0.018
H 1.645 -1.419 -0.611 0.095
```

total charge: -2

---

Which one sits at the top of the stability order? i does.

---

--- i ---
An isolated ion of composition C10H16N and charge +1. Source: the OMol25 dataset; level of theory: ωB97M-V/def2-TZVPD.

Structure (XYZ):
```
27
Properties=species:S:1:pos:R:3:lowdin_charge:R:1
C 1.915 -0.533 1.239 0.190
C -1.455 1.017 -1.105 -0.142
C -0.899 -0.371 -1.297 -0.151
C 0.169 1.492 0.841 -0.091
C -1.812 0.013 0.865 -0.115
C -1.272 1.388 0.392 -0.242
C 0.743 0.107 0.704 -0.100
C -0.951 -0.938 0.082 -0.278
C -0.768 -2.328 0.443 -0.036
C 2.891 0.381 -0.881 -0.042
N 2.033 -0.309 -0.051 -0.008
H 2.478 -0.910 2.037 0.139
H -0.845 1.550 -1.884 0.127
H -2.496 1.109 -1.592 0.153
H -1.454 -0.868 -2.058 0.131
H 0.078 -0.385 -1.626 0.081
H 0.885 2.110 0.372 0.104
H 0.118 1.921 1.841 0.135
H -1.665 -0.020 1.925 0.126
H -2.822 -0.209 0.619 0.136
H -1.891 2.158 0.968 0.173
H -0.584 -2.433 1.590 0.137
H 0.021 -2.794 -0.085 0.071
H -1.655 -2.854 0.036 0.118
H 2.574 1.440 -0.736 0.112
H 2.719 0.155 -2.032 0.147
H 3.945 0.112 -0.609 0.123
```

total charge: +1

---

--- ii ---
A 2-piece molecular cluster, C10H16N overall. Source: the OMol25 dataset; level of theory: ωB97M-V/def2-TZVPD.

Structure (XYZ):
```
27
Properties=species:S:1:pos:R:3:lowdin_charge:R:1
C -2.372 -1.122 2.238 -0.015
C -1.626 0.135 1.975 -0.193
C -2.376 1.419 2.003 -0.017
C -0.209 0.153 2.113 -0.198
C 0.527 1.379 2.172 0.027
C 1.915 1.374 2.224 -0.031
C 2.625 0.168 2.204 -0.001
C 1.931 -1.048 2.149 -0.028
C 0.542 -1.066 2.113 0.030
H -2.152 -1.904 1.499 0.110
H -2.104 -1.535 3.224 0.127
H -3.454 -0.947 2.225 0.102
H -1.959 2.166 1.314 0.103
H -3.427 1.269 1.729 0.103
H -2.354 1.862 3.011 0.133
H -0.020 2.325 2.208 0.123
H 2.443 2.328 2.289 0.126
H 3.713 0.173 2.219 0.128
H 2.472 -1.999 2.144 0.126
H 0.003 -2.020 2.093 0.127
C -1.261 0.532 -1.931 -0.170
N -1.606 -0.374 -0.867 -0.036
H -1.516 0.068 -2.891 0.084
H -1.764 1.512 -1.863 0.074
H -0.175 0.696 -1.914 0.080
H -1.223 -0.112 0.032 0.003
H -2.590 -0.618 -0.816 0.083
```

total charge: +1

---

Which one sits at the top of the stability order? ii does.

---

--- i ---
C13H22N3O2SSiTi as an isolated structure. Source: the OMol25 dataset; level of theory: ωB97M-V/def2-TZVPD.

Structure (XYZ):
```
43
Properties=species:S:1:pos:R:3:lowdin_charge:R:1
Ti -0.646 1.187 0.179 0.893
O -1.866 2.434 1.181 -0.116
C -2.438 1.734 2.390 0.007
C -1.252 0.920 2.908 -0.231
C -1.226 0.455 4.192 0.076
C -0.107 -0.340 4.615 0.091
C 0.806 -0.711 3.645 0.002
C 0.746 -0.173 2.406 -0.061
N -0.296 0.608 2.035 -0.046
H -2.538 3.032 0.899 0.137
H -3.305 1.112 2.134 0.159
H -2.702 2.585 3.038 0.170
H -1.966 0.794 4.870 0.137
H -0.021 -0.615 5.656 0.147
H 1.611 -1.404 3.852 0.145
H 1.568 -0.412 1.736 0.124
C -3.451 -1.922 -0.158 -0.141
Si -2.016 -1.548 -1.280 0.538
C -2.306 -1.191 -3.010 -0.158
C -0.499 -2.667 -0.894 -0.126
O -1.558 0.151 -0.715 -0.351
H -3.651 -3.036 0.020 0.096
H -4.406 -1.598 -0.550 0.050
H -3.212 -1.486 0.783 0.004
H -2.850 -1.966 -3.560 0.071
H -1.308 -1.100 -3.502 0.062
H -2.844 -0.241 -3.175 0.063
H -0.413 -3.370 -1.724 0.052
H -0.799 -3.288 -0.068 0.032
H 0.460 -2.148 -0.712 0.027
C 3.899 0.286 -0.498 0.029
N 3.486 1.002 -1.727 -0.106
C 4.209 1.060 -2.886 0.034
C 3.373 1.552 -3.878 0.041
N 2.135 1.784 -3.285 0.123
C 2.213 1.415 -1.981 -0.591
S 1.248 1.981 -0.632 0.809
H 3.104 -0.409 -0.254 0.074
H 3.981 1.062 0.329 0.132
H 4.758 -0.296 -0.778 0.111
H 5.247 0.909 -2.959 0.145
H 3.520 1.612 -4.963 0.161
H 1.315 2.246 -3.677 0.190
```

total charge: +3

---

--- ii ---
C13H22N3O2SSiTi as an isolated structure. Source: the OMol25 dataset; level of theory: ωB97M-V/def2-TZVPD.

Structure (XYZ):
```
43
Properties=species:S:1:pos:R:3:lowdin_charge:R:1
Ti 0.424 -0.420 0.775 0.916
O 0.279 -1.537 2.369 -0.133
C 0.759 -0.964 3.657 -0.008
C 1.159 0.487 3.389 -0.153
C 1.540 1.394 4.375 0.080
C 1.992 2.652 3.886 0.040
C 1.899 3.074 2.592 0.006
C 1.325 2.180 1.738 -0.077
N 0.940 0.926 2.066 -0.058
H -0.233 -2.334 2.624 0.181
H 1.676 -1.510 3.976 0.178
H -0.053 -1.101 4.271 0.128
H 1.544 1.119 5.438 0.160
H 2.435 3.328 4.610 0.148
H 2.161 4.118 2.334 0.164
H 1.143 2.551 0.696 0.158
C -3.752 -1.337 -0.214 -0.140
Si -2.822 0.256 -0.111 0.555
C -2.976 1.475 1.306 -0.133
C -2.668 0.901 -1.884 -0.159
O -1.079 -0.274 0.099 -0.381
H -3.499 -1.930 -1.087 0.054
H -4.820 -1.046 -0.127 0.076
H -3.615 -1.880 0.717 0.040
H -2.556 0.940 2.173 0.031
H -4.036 1.780 1.532 0.083
H -2.285 2.328 1.214 0.047
H -1.938 1.716 -1.984 0.050
H -3.648 1.338 -2.184 0.076
H -2.535 0.209 -2.711 0.027
C 3.567 -1.887 -3.443 0.001
N 2.160 -1.560 -3.454 -0.102
C 1.405 -1.784 -4.546 0.049
C 0.132 -1.287 -4.271 0.016
N 0.165 -0.802 -3.040 0.110
C 1.384 -0.982 -2.544 -0.640
S 1.910 -0.473 -0.972 0.793
H 3.890 -2.619 -4.256 0.137
H 3.930 -2.288 -2.365 0.152
H 4.202 -1.026 -3.743 0.120
H 1.875 -2.148 -5.378 0.128
H -0.708 -1.201 -4.909 0.144
H -0.673 -0.381 -2.616 0.133
```

total charge: +3

---

Which one sits at the top of the stability order? i does.

---

--- i ---
C3H8NO3 as an isolated structure. Source: the OMol25 dataset; level of theory: ωB97M-V/def2-TZVPD.

Structure (XYZ):
```
15
Properties=species:S:1:pos:R:3:lowdin_charge:R:1
C -0.931 0.095 0.581 -0.283
C 0.168 0.096 -0.570 -0.098
C -0.613 0.517 -1.799 -0.597
O -0.492 1.603 -2.327 0.100
O -1.393 -0.568 -2.164 0.041
N -0.405 -0.791 1.583 -0.027
H -1.755 -0.438 0.105 0.089
H -1.153 1.161 0.820 0.116
H 0.371 -0.984 -0.574 0.121
H 1.015 0.690 -0.223 0.102
H -0.848 -0.786 2.506 0.060
H 0.611 -0.784 1.740 0.031
H -0.509 -0.421 -2.745 0.167
H 3.239 0.692 1.453 -0.212
O 2.696 -0.081 1.613 -0.610
```

total charge: -1

---

--- ii ---
C3H8NO3 as an isolated structure. Source: the OMol25 dataset; level of theory: ωB97M-V/def2-TZVPD.

Structure (XYZ):
```
15
Properties=species:S:1:pos:R:3:lowdin_charge:R:1
O 0.734 2.364 1.059 -0.070
C -0.438 2.283 0.595 -0.698
O -1.266 3.195 0.762 0.002
C -0.775 0.951 -0.137 -0.161
C 0.067 -0.184 0.261 0.018
N 1.614 -0.747 -1.697 0.017
H -0.560 1.085 -1.179 0.116
H 0.728 0.309 0.961 0.087
H -0.478 -1.067 0.740 0.108
H 0.668 -0.543 -0.739 0.044
H 1.427 -0.887 -2.674 -0.013
H -1.871 0.893 -0.099 0.123
H -1.064 -3.977 1.832 -0.141
H 2.593 -0.610 -1.542 -0.013
O -1.378 -3.066 1.858 -0.419
```

total charge: -1

---

--- iii ---
A 2-piece molecular cluster, C3H8NO3 overall. Source: the OMol25 dataset; level of theory: ωB97M-V/def2-TZVPD.

Structure (XYZ):
```
15
Properties=species:S:1:pos:R:3:lowdin_charge:R:1
O -0.699 2.413 -0.489 0.008
C 0.117 1.653 -0.003 -0.575
N -0.178 0.437 0.535 0.051
C -1.258 -0.427 -0.038 -0.450
O -0.643 -1.328 -0.832 -0.296
C 1.636 1.956 0.008 -0.028
H 0.574 -0.126 0.915 0.118
H -1.942 0.224 -0.628 0.095
H -1.896 -0.778 0.829 0.099
H 2.195 2.150 0.944 0.072
H 2.067 1.300 -0.736 0.071
H 1.596 2.949 -0.421 0.052
H -0.871 -2.735 -0.111 -0.027
H 0.122 -3.941 -0.023 -0.011
O -0.819 -3.748 0.050 -0.179
```

total charge: -1

---

--- iv ---
A 2-piece molecular cluster, C3H8NO3 overall. Source: the OMol25 dataset; level of theory: ωB97M-V/def2-TZVPD.

Structure (XYZ):
```
15
Properties=species:S:1:pos:R:3:lowdin_charge:R:1
O -2.568 -1.308 -0.528 -0.186
C -1.322 -1.295 -0.712 -0.494
C -0.606 -0.810 0.730 -0.154
N 0.139 0.405 0.416 -0.106
C 0.284 0.365 -1.142 -0.320
O -0.951 0.051 -1.588 -0.146
H -0.787 -2.088 -1.280 0.108
H 0.161 -1.477 1.205 0.091
H -1.415 -0.742 1.435 0.082
H -0.472 1.203 0.574 0.102
H 1.077 -0.351 -1.342 0.100
H 0.648 1.345 -1.452 0.099
H 1.503 0.979 1.321 0.008
H 2.021 2.115 0.786 0.000
O 2.288 1.607 1.577 -0.182
```

total charge: -1

---

Which one sits at the top of the stability order? iii does.